Here is a cluster of 2 separate species, CHNO2PS in total from the OMol25 dataset. Energies are from ωB97M-V/def2-TZVPD.

Last column: Mulliken charge in e.
Element x y z (Å)
C -1.49 -1.74 0.07  0.3171
N -1.61 -2.70 -0.58  -0.4069
O -2.93 0.48 0.36  -0.4868
O -0.44 0.49 -0.32  -0.3648
P -1.60 -0.03 0.77  0.5387
S 2.29 -0.71 0.53  -0.7796
H 0.22 -0.26 -0.24  0.1823

Computed properties:
**E_tot**: -26761.817 eV
**ΔE to the lowest compared entry with this formula, charge and spin**: 432.05 kJ/mol
**Frontier orbital gap (spin up / spin down)**: 4.306 / 6.665 eV
**Max |F|**: 3.85 eV Å⁻¹
**Charge**: -1

=====

Here is the molecule C14H20N2O2 from the OMol25 dataset. Energies are from ωB97M-V/def2-TZVPD.

Last column: Mulliken charge in e.
Element x y z (Å)
C -4.03 -1.67 -0.12  -1.0844
N -2.91 -0.79 -0.37  0.0949
C -1.70 -1.49 -0.77  -1.2478
C -1.13 -2.50 0.24  -0.2710
C 0.36 -2.74 -0.01  -0.9526
C 1.21 -1.57 0.50  0.6298
C 2.63 -1.63 0.02  0.1788
O 3.22 -2.65 -0.25  -0.5687
C 3.30 -0.31 -0.10  -0.3892
N 2.59 0.74 -0.08  0.0127
O 3.23 1.94 -0.22  -0.4298
H 2.52 2.60 -0.21  0.3485
H 4.38 -0.30 -0.24  0.4418
H 0.79 -0.61 0.20  -0.3701
H 1.23 -1.58 1.59  0.1825
H 0.54 -2.88 -1.08  0.3656
H 0.68 -3.66 0.49  0.3399
H -1.26 -2.13 1.26  0.2505
H -1.67 -3.45 0.15  0.4522
H -0.95 -0.72 -0.98  0.4120
H -1.93 -2.00 -1.71  0.4497
C -2.72 0.16 0.72  -0.9548
C -1.70 1.22 0.39  0.3267
C -0.73 1.59 1.31  -0.2333
C 0.17 2.60 1.01  -0.8246
C 0.12 3.24 -0.21  -0.5169
C -0.84 2.86 -1.14  -0.6951
C -1.74 1.86 -0.84  -0.0988
H -2.49 1.56 -1.56  0.4006
H -0.88 3.35 -2.10  0.4215
H 0.80 4.04 -0.44  0.6605
H 0.91 2.89 1.75  0.3687
H -0.68 1.09 2.27  0.3657
H -2.44 -0.34 1.67  0.3348
H -3.68 0.65 0.89  0.5453
H -3.93 -2.26 0.80  0.3612
H -4.94 -1.07 -0.05  0.3501
H -4.13 -2.35 -0.97  0.3430

Computed properties:
**E_tot**: -21915.794 eV
**ΔE to the lowest compared entry with this formula, charge and spin**: 322.09 kJ/mol
**Frontier orbital gap**: 8.965 eV
**Max |F|**: 1.16 eV Å⁻¹

=====

Here is a cluster of 6 separate species, C12H24BF11N12O10PS in total from the OMol25 dataset. Energies are from ωB97M-V/def2-TZVPD.

Last column: Mulliken charge in e.
Element x y z (Å)
O -0.50 -2.30 -2.58  -0.5339
C 0.39 -2.40 -1.81  0.5497
F 1.46 -3.13 -2.15  -0.2121
N 0.36 -1.82 -0.51  0.0286
C 0.53 -2.92 0.38  0.4400
O -0.29 -3.20 1.19  -0.4938
F 1.62 -3.70 0.30  -0.2766
P 1.74 -0.53 -0.43  0.4880
N 0.68 0.78 -1.10  -0.7123
C -0.51 0.69 -1.12  0.6115
S -2.08 0.66 -0.96  -0.4506
O 3.07 0.58 -0.33  -0.8533
B 4.12 0.22 -1.14  1.0007
O 4.95 -0.86 -0.88  -0.5818
O 4.35 1.00 -2.27  -0.5467
C 1.32 0.01 1.38  0.1640
F 0.10 -0.37 1.85  -0.3191
F 1.22 1.36 1.35  -0.2950
C 2.38 -0.27 2.49  0.7959
F 3.37 -1.12 2.18  -0.2580
F 3.01 0.89 2.80  -0.3289
C 1.80 -0.72 3.87  0.5628
F 2.86 -0.73 4.71  -0.3263
F 0.96 0.18 4.37  -0.2990
C 1.17 -2.14 3.96  0.4510
F 1.40 -2.59 5.23  -0.3360
F -0.13 -2.14 3.82  -0.2338
F 1.72 -3.03 3.14  -0.0405
H 2.09 -0.84 -1.79  0.1202
H 2.62 -1.57 -0.01  0.2752
H 4.72 -1.57 -1.51  0.2945
H 4.18 1.91 -2.00  0.2738
C -3.23 4.28 -2.43  0.4678
O -2.59 3.64 -1.61  -0.5960
N -3.31 5.65 -2.42  -0.3218
N -3.93 3.67 -3.43  -0.2024
H -3.84 6.18 -3.09  0.1827
H -2.81 6.13 -1.70  0.1887
H -3.90 2.67 -3.47  0.1618
H -4.48 4.17 -4.11  0.2171
C 4.75 -5.48 2.30  0.5538
O 4.98 -5.96 1.20  -0.7135
N 5.48 -5.79 3.41  -0.3005
N 3.74 -4.59 2.53  -0.1015
H 5.28 -5.39 4.32  0.1876
H 6.23 -6.44 3.31  0.1918
H 3.16 -4.32 1.76  0.1463
H 3.56 -4.22 3.44  0.0841
C -7.69 3.04 -4.10  0.5933
O -6.55 3.29 -4.43  -0.6192
N -8.38 3.84 -3.23  -0.3690
N -8.38 1.95 -4.56  -0.4068
H -9.32 3.66 -2.94  0.1610
H -7.91 4.65 -2.87  0.2195
H -7.90 1.35 -5.20  0.2188
H -9.32 1.73 -4.30  0.1536
C -3.98 6.82 -6.00  0.6897
O -4.59 7.23 -5.02  -0.6605
N -4.19 7.35 -7.25  -0.4225
N -3.06 5.82 -5.93  -0.3244
H -3.71 7.04 -8.07  0.1540
H -4.86 8.09 -7.33  0.2181
H -2.89 5.42 -5.03  0.1415
H -2.55 5.48 -6.72  0.1686
C 4.04 -5.38 7.10  0.6911
O 4.28 -5.89 6.02  -0.7138
N 4.76 -5.67 8.23  -0.4056
N 3.04 -4.47 7.27  -0.3130
H 4.58 -5.26 9.12  0.1533
H 5.51 -6.34 8.13  0.2316
H 2.49 -4.23 6.46  0.1908
H 2.82 -4.03 8.15  0.1458

Computed properties:
**E_tot**: -101892.707 eV
**Frontier orbital gap**: 7.325 eV
**Max |F|**: 2.59 eV Å⁻¹
**Charge**: -1

=====

Here is a cluster of 9 separate species, C53H119N5O9S4 in total from the OMol25 dataset. Energies are from ωB97M-V/def2-TZVPD.

Last column: Mulliken charge in e.
Element x y z (Å)
C 4.00 -5.65 5.02  -0.9316
S 5.46 -4.93 4.11  0.4769
O 5.85 -5.78 2.95  -0.6122
C 4.63 -3.53 3.38  -0.8505
H 4.07 -6.73 4.86  0.3397
H 3.08 -5.49 4.45  0.3158
H 4.06 -5.39 6.08  0.3069
H 5.22 -3.12 2.56  0.3430
H 4.46 -2.85 4.21  0.3376
H 3.69 -3.93 3.00  0.2745
C 0.30 -2.29 -4.92  -0.9908
S 1.82 -1.22 -4.99  0.4873
O 2.34 -1.45 -3.55  -0.5973
C 2.75 -2.43 -6.10  -0.9552
H -0.54 -1.73 -4.49  0.3362
H 0.55 -3.21 -4.40  0.3150
H -0.18 -2.40 -5.89  0.3948
H 2.20 -2.45 -7.04  0.3744
H 2.99 -3.43 -5.75  0.3179
H 3.71 -1.94 -6.25  0.3157
C 4.00 6.89 -1.02  -0.9345
S 4.72 6.41 0.58  0.5490
O 6.16 6.04 0.35  -0.6229
C 4.78 8.10 1.38  -1.0001
H 3.94 6.12 -1.79  0.3064
H 4.38 7.83 -1.41  0.3539
H 2.99 7.24 -0.81  0.3382
H 3.85 8.63 1.60  0.3688
H 5.39 8.83 0.85  0.3352
H 5.35 7.96 2.30  0.3063
C 1.63 4.11 -5.21  -0.8501
S -0.14 4.75 -5.36  0.4612
O -0.77 4.02 -6.57  -0.6264
C -0.70 3.88 -3.87  -0.8111
H 1.77 3.40 -6.02  0.2902
H 1.96 3.67 -4.27  0.2582
H 2.33 4.93 -5.39  0.3427
H -0.02 4.12 -3.05  0.2885
H -0.64 2.81 -4.07  0.2904
H -1.67 4.31 -3.64  0.3570
C 1.53 6.09 8.90  -1.7081
C 2.82 5.22 9.11  1.7943
C 4.16 6.01 8.99  -1.1918
C 4.54 6.84 10.17  -0.6569
C 4.45 6.03 11.47  -1.1420
C 3.08 5.26 11.67  1.4222
N 2.75 4.50 10.50  0.0813
O 1.59 3.84 10.70  -0.4654
C 3.28 4.33 12.93  -1.8727
C 2.06 6.27 12.08  -1.7260
C 2.88 4.14 8.06  -2.1432
H 1.74 7.12 9.19  0.3722
H 0.68 5.75 9.51  0.2812
H 1.27 6.09 7.84  0.4578
H 4.92 5.30 8.68  0.4457
H 4.03 6.72 8.17  0.3570
H 3.85 7.68 10.29  0.3181
H 5.53 7.20 9.92  0.3839
H 4.70 6.68 12.31  0.4245
H 5.24 5.29 11.41  0.3931
H 2.34 3.86 13.21  0.4389
H 3.92 3.46 12.75  0.4073
H 3.50 4.89 13.83  0.3934
H 1.94 7.06 11.34  0.3143
H 1.11 5.80 12.30  0.3813
H 2.31 6.76 13.02  0.4478
H 1.97 3.53 8.03  0.4809
H 3.74 3.49 8.24  0.4763
H 3.05 4.57 7.07  0.4334
H 1.87 2.98 10.35  0.4014
C 7.20 0.79 -3.83  -1.9303
C 8.29 -0.12 -3.17  1.4583
C 7.65 -1.60 -3.03  -1.1878
C 8.69 -2.72 -2.87  -0.7304
C 9.62 -2.70 -3.97  -1.0838
C 10.35 -1.35 -4.16  1.3485
N 9.45 -0.22 -4.11  0.5076
O 9.96 1.12 -4.42  -0.4885
C 11.53 -1.23 -3.08  -1.5768
C 10.96 -1.40 -5.57  -2.0608
C 8.79 0.40 -1.80  -1.7749
H 7.14 0.52 -4.89  0.4362
H 7.47 1.84 -3.70  0.3787
H 6.22 0.64 -3.40  0.4208
H 7.10 -1.51 -2.10  0.4305
H 6.97 -1.72 -3.87  0.3760
H 8.05 -3.60 -2.79  0.3413
H 9.03 -2.62 -1.84  0.3823
H 9.10 -2.79 -4.92  0.4430
H 10.30 -3.55 -4.07  0.5017
H 12.14 -2.13 -3.01  0.3926
H 12.23 -0.44 -3.35  0.3802
H 11.22 -1.11 -2.04  0.2809
H 11.57 -0.53 -5.83  0.4278
H 11.65 -2.22 -5.76  0.3782
H 10.20 -1.45 -6.34  0.4496
H 9.30 -0.26 -1.09  0.3178
H 7.97 0.75 -1.18  0.4908
H 9.39 1.31 -1.86  0.3690
H 9.70 1.19 -5.34  0.3242
C 1.93 1.14 0.79  -2.2637
C 0.55 1.23 1.51  1.5167
C 0.28 2.74 1.72  -1.1912
C -1.12 2.98 2.18  -0.7234
C -2.16 2.38 1.27  -1.1857
C -1.97 0.87 0.89  1.6101
N -0.52 0.53 0.73  0.4958
O -0.17 -0.70 0.31  -0.4840
C -2.50 0.03 2.13  -1.7630
C -2.72 0.63 -0.39  -1.8419
C 0.67 0.58 2.91  -1.8106
H 1.88 1.38 -0.27  0.5185
H 2.73 1.57 1.39  0.3813
H 2.27 0.10 0.71  0.5907
H 1.03 3.24 2.33  0.4735
H 0.57 3.20 0.78  0.3416
H -1.22 2.58 3.19  0.3233
H -1.32 4.05 2.20  0.3873
H -2.07 3.03 0.40  0.4215
H -3.08 2.59 1.80  0.4053
H -2.28 -1.04 2.10  0.3701
H -3.58 0.10 2.17  0.4498
H -2.16 0.36 3.12  0.3445
H -3.50 1.40 -0.42  0.4344
H -3.32 -0.28 -0.43  0.3634
H -2.12 0.68 -1.29  0.3467
H 0.80 -0.49 2.77  0.3411
H 1.50 1.01 3.47  0.4401
H -0.16 0.71 3.60  0.2834
H 0.64 -0.53 -0.18  0.4220
C -7.80 -5.88 -7.47  -1.5998
C -6.31 -5.33 -7.74  1.4373
C -5.98 -4.05 -6.87  -1.1300
C -5.76 -4.46 -5.36  -0.7428
C -4.70 -5.60 -5.29  -1.2884
C -4.87 -6.85 -6.18  1.9468
N -5.33 -6.42 -7.53  0.0815
O -5.64 -7.50 -8.34  -0.4804
C -3.51 -7.52 -6.21  -2.0078
C -5.92 -7.83 -5.58  -1.7709
C -6.20 -4.83 -9.22  -1.8430
H -8.17 -5.58 -6.49  0.2795
H -7.82 -6.95 -7.68  0.3562
H -8.59 -5.51 -8.13  0.4098
H -5.03 -3.70 -7.26  0.3944
H -6.77 -3.29 -6.91  0.4063
H -6.64 -4.78 -4.79  0.3263
H -5.49 -3.61 -4.73  0.4183
H -4.68 -5.87 -4.23  0.4513
H -3.77 -5.09 -5.56  0.3887
H -2.83 -7.53 -5.36  0.3464
H -3.68 -8.58 -6.42  0.4302
H -2.80 -7.15 -6.96  0.4319
H -6.15 -8.68 -6.22  0.3549
H -5.63 -8.25 -4.62  0.4540
H -6.85 -7.36 -5.25  0.3602
H -6.40 -5.41 -10.12  0.3483
H -5.17 -4.53 -9.39  0.4751
H -6.76 -3.91 -9.36  0.4092
H -4.81 -7.72 -8.78  0.3568
C -11.24 0.56 -0.86  -1.8928
C -10.14 -0.10 0.09  1.7694
C -10.71 -0.10 1.58  -1.3362
C -9.80 -0.77 2.59  -0.6031
C -9.63 -2.21 2.13  -1.2239
C -9.21 -2.45 0.63  1.7485
N -10.03 -1.56 -0.19  -0.0346
O -9.98 -1.86 -1.59  -0.4628
C -7.70 -2.26 0.44  -1.6612
C -9.69 -3.85 0.38  -2.0975
C -8.84 0.72 -0.11  -1.6707
H -12.02 -0.14 -1.17  0.4194
H -10.84 0.88 -1.83  0.3985
H -11.82 1.36 -0.39  0.4087
H -11.01 0.88 1.96  0.4075
H -11.56 -0.77 1.51  0.4345
H -10.40 -0.76 3.50  0.3820
H -8.88 -0.19 2.60  0.3228
H -10.45 -2.86 2.44  0.4752
H -8.83 -2.48 2.81  0.3082
H -7.52 -2.56 -0.59  0.3720
H -7.42 -1.22 0.63  0.3509
H -7.11 -2.98 1.01  0.4214
H -10.78 -3.90 0.36  0.4947
H -9.35 -4.22 -0.59  0.3719
H -9.23 -4.53 1.09  0.4252
H -8.27 0.08 -0.79  0.4299
H -8.20 0.89 0.77  0.2666
H -8.91 1.71 -0.54  0.4018
H -9.06 -1.72 -1.80  0.3739

Computed properties:
**E_tot**: -126094.560 eV
**ΔE to the lowest compared entry with this formula, charge and spin**: 163.07 kJ/mol
**Frontier orbital gap**: 7.472 eV
**Max |F|**: 5.68 eV Å⁻¹

=====

Here is a structure of composition C20H17BrCr from the OMol25 dataset. Energies are from ωB97M-V/def2-TZVPD.

Last column: Mulliken charge in e.
Element x y z (Å)
C -1.15 -0.86 -1.66  0.0190
C -1.46 -1.97 -0.76  -0.6014
C -2.53 -1.50 0.11  -1.1234
H -1.20 -3.00 -1.00  0.5344
C -2.52 -0.03 0.04  -0.3546
C -1.77 0.32 -1.17  -0.3376
H -1.71 1.29 -1.70  0.3893
H -0.62 -0.92 -2.62  0.4598
H -3.13 -2.15 0.80  0.4415
H -3.30 0.65 0.41  0.3962
Cr -0.87 -1.10 1.30  0.3441
Br 1.03 -2.45 1.41  -0.5758
C 2.36 1.54 0.20  -0.6167
C 1.48 2.22 -0.69  -0.8075
C 1.42 1.49 -1.89  -0.6555
H 0.85 3.07 -0.41  0.3820
C 2.21 0.33 -1.76  -0.6230
C 2.81 0.35 -0.47  -0.6172
H 3.34 -0.47 0.01  0.4752
H 2.48 1.76 1.25  0.6855
H 0.78 1.71 -2.73  0.5613
H 2.26 -0.49 -2.46  0.4412
C 2.17 1.81 5.56  -0.5255
C 2.68 1.16 4.43  -0.5472
C 1.81 0.64 3.47  -0.5286
C 0.40 0.83 3.64  0.8578
C -0.65 0.33 2.80  0.5136
C -2.00 0.27 3.10  -0.1617
C -2.45 0.88 4.30  -1.1284
C -1.50 1.44 5.12  -0.6326
C -0.12 1.45 4.84  0.8725
C 0.81 1.94 5.77  -0.9164
H 2.84 2.23 6.30  0.3475
H 3.75 1.03 4.32  0.4096
H 2.21 0.05 2.62  0.3702
H -2.74 -0.29 2.50  0.2453
H -3.52 0.87 4.53  0.3644
H -1.81 1.89 6.05  0.2810
H 0.38 2.40 6.64  0.3617

Computed properties:
**E_tot**: -119477.065 eV
**ΔE to the lowest compared entry with this formula, charge and spin**: 248.43 kJ/mol
**Multiplicity**: 4
**Frontier orbital gap (spin up / spin down)**: 3.528 / 5.117 eV
**Max |F|**: 2.46 eV Å⁻¹
**Charge**: -1